{
  "formula": "C5H8O",
  "method": "ωB97M-V/def2-TZVPD",
  "e_homo_ev": -9.7,
  "orbital_gap_ev": 10.7,
  "smiles": "CC(=O)C1CC1",
  "species": ["C", "C", "O", "C", "C", "C", "H", "H", "H", "H", "H", "H", "H", "H"],
  "positions_angstrom": [[-2.060, 0.310, 0.134], [-0.673, 0.197, 0.734], [-0.384, 0.767, 1.766], [0.326, -0.587, -0.058], [1.250, 0.252, -0.916], [1.774, -0.465, 0.289], [-2.073, 0.029, -0.922], [-2.757, -0.332, 0.683], [-2.402, 1.340, 0.250], [-0.047, -1.511, -0.497], [1.132, 1.331, -0.860], [1.502, -0.127, -1.902], [2.412, -1.328, 0.128], [2.001, 0.124, 1.172]],
  "lowdin_charge": [-0.0111, -0.4322, 0.0799, -0.2424, -0.0983, -0.1101, 0.0797, 0.0886, 0.0859, 0.1416, 0.1103, 0.1004, 0.1029, 0.1049]
}



{
  "formula": "C14H17BrN2O2",
  "method": "ωB97M-V/def2-TZVPD",
  "e_homo_ev": -7.9,
  "orbital_gap_ev": 7.8,
  "species": ["C", "H", "H", "H", "C", "N", "C", "C", "O", "N", "C", "O", "C", "H", "H", "C", "C", "C", "C", "C", "C", "H", "H", "Br", "H", "H", "H", "C", "C", "H", "H", "H", "H", "H", "H", "H"],
  "positions_angstrom": [[2.135, -3.550, -1.343], [1.099, -3.591, -1.951], [2.818, -3.965, -1.836], [1.928, -4.258, -0.526], [2.264, -2.240, -1.160], [1.279, -1.500, -0.543], [1.576, 0.018, -0.574], [0.366, 0.576, 0.432], [0.446, 0.665, 1.631], [-0.536, 1.342, -0.405], [-0.147, 1.139, -1.544], [-0.861, 1.541, -2.550], [0.986, 0.451, -2.053], [1.865, 1.158, -2.147], [0.875, -0.433, -2.627], [-1.478, 2.079, 0.112], [-1.460, 2.992, 1.081], [-2.476, 3.625, 1.660], [-3.904, 3.406, 1.209], [-3.844, 2.617, 0.072], [-2.886, 1.773, -0.497], [-2.772, 1.209, -1.215], [-4.868, 2.454, -0.334], [-5.125, 4.440, 1.824], [-2.607, 4.020, 2.666], [-0.567, 3.046, 1.726], [2.405, 0.248, -0.310], [0.602, -2.161, 0.903], [1.672, -2.094, 1.955], [1.832, -1.036, 2.260], [2.406, -2.768, 1.911], [0.934, -2.691, 2.757], [-0.287, -1.556, 1.023], [0.359, -3.133, 0.357], [2.739, -1.651, -1.927], [3.230, -2.174, -0.036]],
  "lowdin_charge": [-0.1493, 0.1606, 0.0070, 0.1012, -0.4043, -0.1429, -0.0519, -0.2155, 0.1213, 0.0835, -0.4885, 0.0236, 0.0180, 0.1628, 0.1200, -0.1667, -0.0674, -0.0937, -0.8389, -0.1273, 0.1350, 0.0110, 0.1077, 0.9308, 0.0905, 0.1342, 0.0302, -0.1224, -0.0959, 0.0813, -0.0003, 0.1487, 0.0850, 0.1134, 0.1226, 0.1766]
}



{
  "formula": "C5H5NO2S2",
  "method": "ωB97M-V/def2-TZVPD",
  "e_homo_ev": -9.0,
  "orbital_gap_ev": 8.8,
  "species": ["C", "C", "C", "C", "C", "N", "O", "O", "S", "S", "H", "H", "H", "H", "H"],
  "positions_angstrom": [[-1.703, -1.492, -0.192], [-0.309, -1.512, -0.013], [-2.198, -0.229, -0.291], [0.230, -0.248, 0.021], [1.615, 0.066, 0.160], [1.877, 2.278, -0.098], [4.100, 0.422, -0.817], [2.469, -0.435, 1.080], [-0.976, 0.973, -0.182], [3.145, -0.604, -0.505], [-2.309, -2.380, -0.245], [0.278, -2.408, 0.084], [-3.222, 0.062, -0.417], [2.807, 2.235, -0.511], [2.000, 2.497, 0.889]],
  "lowdin_charge": [-0.1825, -0.1148, -0.3988, -0.5432, -0.4856, 0.0526, -0.4629, -0.2096, 1.0623, 1.0462, 0.1036, 0.1167, 0.0637, -0.0388, -0.0089]
}



{
  "formula": "C6H12O",
  "method": "ωB97M-V/def2-TZVPD",
  "e_homo_ev": -9.3,
  "orbital_gap_ev": 10.5,
  "smiles": "C=CCCOCC",
  "species": ["C", "C", "C", "C", "O", "C", "C", "H", "H", "H", "H", "H", "H", "H", "H", "H", "H", "H", "H"],
  "positions_angstrom": [[-1.508, -2.384, -0.139], [-2.004, -1.258, 0.361], [-1.867, 0.071, -0.333], [-0.581, 0.791, 0.094], [0.492, -0.109, -0.065], [1.665, 0.389, -0.660], [2.500, 1.246, 0.279], [-1.007, -2.392, -1.105], [-1.549, -3.325, 0.402], [-2.470, -1.257, 1.347], [-1.823, -0.082, -1.418], [-2.727, 0.720, -0.124], [-0.436, 1.693, -0.521], [-0.650, 1.114, 1.144], [2.231, -0.501, -0.956], [1.419, 0.949, -1.578], [3.434, 1.547, -0.208], [1.961, 2.153, 0.573], [2.745, 0.681, 1.184]],
  "lowdin_charge": [-0.0008, -0.1900, -0.1867, -0.2351, -0.1704, -0.2855, -0.0797, 0.0630, 0.0517, 0.0989, 0.1147, 0.1107, 0.1223, 0.1244, 0.1198, 0.1182, 0.0750, 0.0707, 0.0788]
}



{
  "formula": "C21H47O2P3Pb",
  "method": "ωB97M-V/def2-TZVPD",
  "charge": 4,
  "e_homo_ev": [-19.4, -20.3],
  "orbital_gap_ev": [5.8, 6.0],
  "species": ["Pb", "P", "P", "P", "H", "C", "C", "H", "C", "C", "C", "C", "C", "C", "C", "C", "C", "H", "H", "H", "H", "H", "H", "H", "H", "H", "H", "H", "H", "H", "H", "H", "H", "H", "H", "H", "H", "H", "H", "H", "H", "H", "H", "H", "H", "H", "C", "C", "C", "C", "C", "C", "O", "H", "H", "H", "H", "H", "H", "C", "C", "O", "C", "C", "H", "H", "H", "H", "H", "H", "H", "H", "H", "H"],
  "positions_angstrom": [[-0.148, 0.064, -0.099], [1.966, 1.095, 1.413], [-1.163, 2.206, -1.579], [1.641, -0.618, -2.135], [-1.823, -2.592, 0.031], [-0.767, -2.723, -0.246], [0.200, -2.729, 0.708], [-0.079, -2.728, 1.767], [1.617, 1.448, 3.167], [2.637, 2.673, 0.786], [3.382, -0.045, 1.506], [-2.489, 1.530, -2.643], [-1.931, 3.470, -0.512], [0.081, 3.070, -2.601], [2.471, -2.226, -1.953], [2.990, 0.555, -2.503], [0.674, -0.784, -3.670], [-0.560, -2.979, -1.292], [1.248, -2.952, 0.477], [1.106, 0.589, 3.629], [0.946, 2.315, 3.257], [2.555, 1.656, 3.709], [1.832, 3.422, 0.778], [2.980, 2.541, -0.250], [3.467, 3.041, 1.410], [3.037, -0.996, 1.937], [4.187, 0.367, 2.134], [3.758, -0.250, 0.495], [-2.996, 2.313, -3.228], [-3.227, 1.022, -1.997], [-2.058, 0.774, -3.322], [-2.346, 4.298, -1.110], [-1.161, 3.869, 0.169], [-2.723, 3.013, 0.106], [-0.345, 3.949, -3.108], [0.496, 2.376, -3.349], [0.906, 3.398, -1.946], [3.067, -2.469, -2.846], [1.724, -3.011, -1.785], [3.127, -2.195, -1.071], [3.543, 0.291, -3.418], [3.689, 0.571, -1.655], [2.591, 1.572, -2.616], [1.261, -1.193, -4.506], [0.257, 0.189, -3.965], [-0.173, -1.458, -3.484], [-2.583, -0.887, -7.039], [-3.701, -1.380, -7.744], [-3.922, -2.759, -7.772], [-3.025, -3.630, -7.132], [-1.896, -3.132, -6.476], [-1.655, -1.759, -6.451], [-2.369, 0.447, -6.818], [-3.050, 0.956, -7.308], [-4.387, -0.687, -8.238], [-4.795, -3.153, -8.290], [-3.211, -4.710, -7.152], [-1.192, -3.805, -5.981], [-0.771, -1.341, -5.969], [-3.370, 1.947, 2.760], [-1.912, 1.533, 2.698], [-1.719, 0.253, 2.028], [-2.203, -0.893, 2.792], [-1.317, -1.201, 3.982], [-3.888, 1.863, 1.794], [-3.403, 2.998, 3.062], [-3.890, 1.341, 3.503], [-1.313, 2.249, 2.119], [-1.469, 1.439, 3.710], [-3.235, -0.627, 3.102], [-2.208, -1.732, 2.088], [-1.340, -0.391, 4.714], [-1.683, -2.124, 4.441], [-0.266, -1.364, 3.697]],
  "lowdin_charge": [1.0604, 0.7392, 0.7391, 0.7069, 0.0775, -0.1023, -0.0678, 0.0756, -0.2160, -0.2215, -0.2235, -0.2269, -0.2143, -0.2175, -0.2269, -0.2246, -0.2697, 0.0671, 0.0716, 0.0478, 0.0619, 0.0916, 0.0558, 0.0365, 0.0925, 0.0640, 0.0911, 0.0318, 0.0839, 0.0695, 0.0340, 0.0907, 0.0617, 0.0498, 0.0891, 0.0353, 0.0540, 0.0875, 0.0442, 0.0579, 0.0883, 0.0456, 0.0331, 0.0788, 0.0307, 0.0447, -0.2153, 0.0723, 0.0346, 0.0523, 0.0053, 0.0379, 0.1547, 0.1596, 0.1524, 0.1478, 0.1538, 0.1346, 0.1082, -0.0449, -0.2615, -0.3893, -0.2186, -0.0507, 0.0861, 0.1055, 0.0902, 0.0879, 0.1221, 0.1359, 0.0980, 0.0881, 0.1088, 0.0661]
}



Which E belongs to each record? In order, -270.52417, -3377.24921, -1194.97945, -311.00476, -2194.21494 hartree.